[1]
Formula: C11H32BaN2O5P2
Source: OMol25
Level of theory: the ωB97M-V functional and the def2-TZVPD basis

Charge: 0
Gap between HOMO and LUMO (eV): 6.1

Last column: Löwdin charge in e.
Element x y z (Å)
O  -2.18  -1.22  -4.26  -0.21
H  -2.71  -1.82  -4.75  -0.02
Ba  -1.06  -0.18  -1.44  1.56
N  1.96  0.53  -1.11  -0.05
N  0.60  0.07  -3.54  -0.23
O  2.63  1.18  -0.09  -0.16
O  0.10  -0.19  -4.69  -0.20
C  2.57  0.81  -2.26  -0.24
C  1.87  0.54  -3.54  -0.29
C  4.00  1.43  -2.34  -0.03
C  2.53  0.79  -4.86  -0.05
H  4.43  1.49  -1.33  0.06
H  3.99  2.46  -2.75  0.09
H  4.66  0.79  -2.97  0.09
H  1.81  0.48  -5.60  0.06
H  3.45  0.21  -4.96  0.08
H  2.77  1.85  -4.99  0.08
H  2.76  0.49  0.62  0.02
H  -1.19  -0.84  -4.34  -0.03
O  -0.09  2.47  -0.60  -0.23
H  0.89  2.44  -0.36  0.05
H  -0.28  3.43  -0.76  0.07
C  -0.07  -2.22  -1.19  -0.60
H  -0.34  -2.81  -0.38  -0.14
H  0.96  -2.17  -0.92  -0.08
H  -0.39  -2.71  -2.28  0.04
O  2.81  -0.62  1.70  -0.04
H  3.29  -1.47  1.52  0.11
H  3.39  -0.22  2.39  0.09
C  -0.47  -2.08  2.80  -0.28
P  -1.81  -1.69  1.62  0.77
C  -2.59  -3.27  1.31  -0.31
C  -3.10  -0.89  2.92  -0.38
C  -2.82  0.56  3.14  -0.47
P  -1.70  1.30  1.89  0.77
C  -2.21  3.09  2.00  -0.31
C  -0.12  1.42  2.90  -0.26
H  -0.29  -3.16  2.73  0.04
H  0.45  -1.56  2.51  0.00
H  -0.72  -1.83  3.84  0.04
H  -3.60  -3.29  1.72  0.04
H  -2.64  -3.43  0.23  0.03
H  -1.99  -4.06  1.76  0.04
H  -4.07  -1.10  2.45  0.06
H  -2.98  -1.52  3.80  0.07
H  -3.75  1.11  3.08  0.07
H  -2.40  0.72  4.12  0.07
H  -2.41  3.38  3.05  0.04
H  -1.40  3.72  1.57  0.03
H  -3.13  3.21  1.39  0.04
H  -0.32  1.19  3.96  0.04
H  0.63  0.71  2.49  0.00
H  0.28  2.45  2.81  0.04

***

[2]
Formula: C4H4F3N3O
Source: OMol25
Level of theory: the ωB97M-V functional and the def2-TZVPD basis

Charge: 0
Gap between HOMO and LUMO (alpha / beta) (eV): 8.7 / 8.7

Last column: natural (NBO) charge in e.
Element x y z (Å)
C  0.97  1.33  -1.36  0.69
C  0.64  -0.33  0.18  0.24
C  -2.01  0.80  0.50  -0.33
C  0.65  -1.68  0.75  0.95
N  -0.27  1.44  -0.85  -0.41
N  -0.51  0.48  0.08  -0.12
N  1.58  0.20  -0.64  -0.56
O  1.55  1.98  -2.17  -0.63
F  0.51  -1.60  2.12  -0.31
F  -0.34  -2.40  0.25  -0.30
F  1.80  -2.35  0.42  -0.31
H  -2.33  0.21  1.34  0.21
H  -2.61  0.44  -0.37  0.23
H  -1.98  1.78  0.67  0.22
H  2.36  -0.30  -0.92  0.43

***

[3]
Formula: C2H6NOS
Source: OMol25
Level of theory: the ωB97M-V functional and the def2-TZVPD basis

Charge: +1
Gap between HOMO and LUMO (alpha / beta) (eV): 10.5 / 8.7
Spin multiplicity: 3

Last column: Löwdin spin population.
Element x y z (Å)
C  2.87  1.12  0.02  0.02
C  2.83  1.20  1.23  0.02
N  -0.92  0.77  0.12  0.01
O  0.40  -1.30  -0.37  0.64
S  1.79  -1.91  -0.45  1.31
H  3.22  1.05  -0.91  0.00
H  2.57  1.32  2.28  0.00
H  -0.29  -0.15  0.18  0.00
H  -1.61  0.75  -0.60  0.00
H  -0.28  1.52  -0.04  0.00
H  -1.31  1.06  1.05  0.00

***

[4]
Formula: C2H12O3S2
Source: OMol25
Level of theory: the ωB97M-V functional and the def2-TZVPD basis

Charge: 0
Gap between HOMO and LUMO (eV): 8.7
SMILES: CCSS.O.O.O

Last column: natural (NBO) charge in e.
Element x y z (Å)
C  -0.59  -0.04  -2.47  -0.63
C  -0.60  0.97  -1.35  -0.53
S  -2.20  1.81  -0.86  0.10
S  -2.37  1.08  1.06  -0.21
H  -1.42  0.12  -3.12  0.22
H  -0.64  -1.03  -1.90  0.19
H  0.33  -0.17  -3.05  0.23
H  -0.25  1.98  -1.72  0.21
H  0.10  0.70  -0.55  0.26
H  -2.24  2.15  2.05  0.15
H  1.60  -2.31  -0.26  0.49
H  1.82  -1.93  1.22  0.49
O  2.02  -1.54  0.33  -0.96
H  2.24  0.18  0.55  0.49
H  2.70  1.03  1.68  0.45
O  2.26  1.21  0.84  -0.97
H  -0.85  -1.01  3.20  0.48
H  -1.28  -1.59  1.88  0.47
O  -0.64  -1.60  2.47  -0.94

***

Values for energy relative to the best compared isomer or geometry (same formula, charge and spin), eV, ordered as above
0.000, 1.711, 0.000, 2.198